This record from OMol25 describes a cluster of 2 separate species, C3H11N2O2 in total at a distorted geometry. The level of theory is ωB97M-V/def2-TZVPD.

Geometry as XYZ:
```
18
Properties=species:S:1:pos:R:3:forces:R:3
H 0.47103 -2.44276 -1.47555 -0.322 2.240 -0.820
H -0.21376 -1.24972 -2.76834 1.857 -0.593 3.700
O -0.77999 -2.45337 0.64513 0.041 1.418 0.117
C -0.65658 -1.21398 0.65322 -0.385 -3.720 0.613
H -1.45487 -0.85909 2.46032 -0.068 -1.043 0.317
H -1.36012 1.62889 2.62260 -0.656 -0.964 2.699
N 0.39060 -1.38218 -1.77529 1.190 -0.071 -1.062
H 1.42775 -0.94675 -1.98086 -3.184 -1.568 0.487
H 2.25466 1.80402 -0.32930 -0.929 0.234 -1.394
H 0.67765 0.13594 -0.18577 -0.875 -1.279 -1.134
N -0.93405 -0.44142 1.72262 0.085 1.674 1.146
O 1.68396 1.83015 -1.15073 -2.831 -2.700 6.183
H -0.93072 0.14270 -0.90518 1.172 -1.096 0.097
C -0.12575 -0.59860 -0.55505 0.191 5.082 -1.234
C -0.96345 1.05330 1.84088 1.941 -0.756 -1.622
H 0.03281 1.55379 1.77551 -0.709 -0.638 -0.904
H 2.20822 2.13119 -1.77638 3.974 2.491 -4.860
H -1.72739 1.30789 1.18219 -0.491 1.288 -2.328
```
Forces are in eV/Å.

Calculated values
relative energy (zero: lowest compared OMol25 entry of this formula, charge and spin): 86.80 kcal per mole
molar mass: 107.13 g mol⁻¹
orbital gap: 9.7112 eV
total charge: +1
E_LUMO: -4.01 eV

This record from OMol25 describes a cluster of 3 separate species, C3H11N2O2 in total at a distorted geometry. The level of theory is ωB97M-V/def2-TZVPD.

Geometry as XYZ:
```
18
Properties=species:S:1:pos:R:3:forces:R:3
H -4.36637 0.76061 2.94082 -0.402 -0.028 -0.189
H 3.22060 0.35353 0.59627 0.280 -0.341 0.169
H -1.21583 -0.71098 -1.90411 -0.755 -0.906 -0.548
H 3.41190 2.09386 0.19219 -0.127 -0.319 -0.230
H 0.88708 2.01230 0.04675 -0.159 0.842 0.180
H -4.27743 -0.92069 3.17723 1.136 2.314 -0.511
O -0.63563 0.00191 -0.58270 3.442 2.530 1.483
N -3.71064 -0.00030 3.03659 -1.264 -2.391 -0.129
H 0.71035 -1.62282 -1.68309 0.326 -0.181 0.292
N 1.31708 -1.04139 -1.07604 0.667 1.696 -0.305
O -1.10954 -1.50483 -2.46523 4.556 1.368 1.759
C 3.04156 1.12260 -0.15265 -3.216 0.760 -0.253
H -1.86740 -1.77892 -2.84370 -4.022 -1.222 -1.924
C 1.44768 1.14452 -0.22842 3.772 1.359 0.983
C 0.63669 0.05696 -0.57993 -3.141 -5.107 -2.149
H 2.33446 -0.93781 -1.28765 -1.471 -0.566 0.189
H -3.30589 0.14892 3.93396 0.562 0.113 0.819
H 3.48132 0.82252 -1.12029 -0.183 0.078 0.363
```
Forces are in eV/Å.

Calculated values
relative energy (zero: lowest compared OMol25 entry of this formula, charge and spin): 133.20 kcal per mole
molar mass: 107.13 g mol⁻¹
orbital gap: 3.4189 eV
total charge: +1
E_LUMO: -8.93 eV

This record from OMol25 describes an isolated molecule of C3H11N2O2P at a distorted geometry. The level of theory is ωB97M-V/def2-TZVPD.

Geometry as XYZ:
```
19
Properties=species:S:1:pos:R:3:forces:R:3
H -1.36350 -2.09551 0.92763 -0.650 0.051 0.393
O -1.80797 -0.52911 -2.82166 2.158 -4.340 1.021
O -0.02579 -2.06086 -2.37784 0.880 -0.234 -0.817
N -0.76985 -0.58197 -0.24235 1.255 0.366 -1.206
H 1.76157 -0.16488 -0.58499 -0.281 0.718 2.413
P -0.26218 -0.49749 -2.27933 -1.253 -0.017 3.184
H -2.15695 0.26260 -3.01652 -2.010 4.557 -1.078
H -1.23067 2.01248 0.56771 -1.741 0.698 1.037
H 2.06878 -0.59808 1.21041 -1.073 0.708 -0.815
H 0.43051 2.32695 0.56750 2.167 2.411 1.082
C -0.00195 0.33499 0.66223 1.329 -1.250 -2.837
H 0.13094 -2.37796 0.38726 1.513 0.085 0.077
C -0.29412 1.71347 0.22936 -1.539 -1.190 0.830
C 1.53210 0.15596 0.54286 2.322 -0.381 -1.193
H -0.34978 0.12931 1.62651 -0.449 -0.192 1.657
H 2.12711 1.13753 0.71686 -1.115 -1.535 -0.267
H -0.85546 -2.53846 -2.34011 -0.387 -0.427 0.348
N -0.71860 -1.91469 0.19233 -1.439 -0.022 -0.960
H -0.40511 1.82925 -0.78173 0.311 -0.008 -2.869
```
Forces are in eV/Å.

Calculated values
relative energy (zero: lowest compared OMol25 entry of this formula, charge and spin): 82.44 kcal per mole
molar mass: 138.11 g mol⁻¹
SMILES: CC(C)N(N)P(O)O
orbital gap: 9.1236 eV
E_LUMO: 0.90 eV

This record from OMol25 describes a cluster of 2 separate species, C3H11N2O2S in total. The level of theory is ωB97M-V/def2-TZVPD.

Geometry as XYZ:
```
19
Properties=species:S:1:pos:R:3:forces:R:3
N -1.66164 -0.59131 0.66651 0.216 0.191 -0.559
H -1.90423 -2.14558 -0.76076 0.032 -0.048 0.053
H 2.88902 1.38077 0.39833 0.018 -0.134 0.088
H 2.31085 3.08762 1.66846 -0.198 0.071 -0.087
S 0.04943 -1.41932 -2.98321 -0.042 -0.088 0.067
N 2.17099 0.87092 0.89442 -0.094 0.452 -0.357
H 1.04347 -1.93618 -2.24522 0.012 0.051 0.014
H -0.88300 0.02546 1.05760 -0.219 -0.130 0.256
C -1.14316 -1.42198 -0.47762 -0.232 0.143 -0.112
C -0.78884 -0.52741 -1.64599 0.161 -0.001 -0.243
H -2.38843 0.05266 0.34829 -0.096 -0.151 0.073
O 0.04976 1.13440 1.71165 -0.331 -0.415 -0.402
H 1.95919 -0.02750 0.49634 -0.007 -0.127 0.200
H -2.04841 -1.19493 1.38140 -0.078 0.041 0.361
H -0.27393 -1.94934 -0.10030 0.095 -0.124 0.042
H -0.19541 0.32497 -1.31672 0.059 0.065 0.011
O 1.36299 2.88305 1.63905 0.309 -0.064 0.099
H -1.68347 -0.13964 -2.13627 -0.061 0.071 0.163
C 1.13485 1.59334 1.40403 0.454 0.197 0.332
```
Forces are in eV/Å.

Calculated values
relative energy (zero: lowest compared OMol25 entry of this formula, charge and spin): 5.14 kcal per mole
molar mass: 139.20 g mol⁻¹
orbital gap: 9.8407 eV
total charge: +1
E_LUMO: -3.14 eV

This record from OMol25 describes a cluster of 2 separate species, C3H11N2O2S in total at a distorted geometry. The level of theory is ωB97M-V/def2-TZVPD.

Geometry as XYZ:
```
19
Properties=species:S:1:pos:R:3:forces:R:3
O -1.27556 2.37592 -2.05076 1.581 1.640 1.362
H -1.05663 -3.64621 0.55362 0.781 2.591 0.207
H -0.91692 0.11054 1.07527 -1.524 1.201 0.852
H 0.26029 1.51477 -0.54946 0.126 0.018 0.451
S 1.49751 1.58824 1.41621 1.429 0.667 0.672
H -0.84141 -2.63387 1.97732 0.105 0.612 -2.786
C 1.16817 -0.17838 1.35093 0.223 -1.128 2.172
N -0.81777 -2.65134 0.89455 -0.510 -1.128 2.219
H -0.83879 0.68788 -1.26753 -1.371 -0.204 -0.798
O -0.26999 -1.90814 -1.09957 0.918 -1.154 -7.579
H -0.84061 3.28049 -1.84197 -1.669 -2.079 -1.180
N 0.00843 0.54876 -0.77378 -0.251 1.444 2.437
C -0.42747 -1.64517 -0.00515 -1.076 -0.987 7.559
C -0.12068 -0.21783 0.49943 1.778 -3.134 -1.090
H 2.50642 1.55089 0.50879 -0.230 0.180 0.372
H -1.86798 2.37727 -2.79587 -0.194 0.803 -0.487
H 0.70059 0.26257 -1.40243 1.298 -1.423 -1.163
H 2.08842 -0.74446 1.05489 -1.083 0.505 -0.620
H 1.04400 -0.67194 2.45551 -0.332 1.575 -2.600
```
Forces are in eV/Å.

Calculated values
relative energy (zero: lowest compared OMol25 entry of this formula, charge and spin): 46.98 kcal per mole
molar mass: 139.20 g mol⁻¹
orbital gap: 10.4410 eV
total charge: +1
E_LUMO: -3.10 eV

This record from OMol25 describes a cluster of 2 separate species, C3H11N2OP in total at a distorted geometry. The level of theory is ωB97M-V/def2-TZVPD.

Geometry as XYZ:
```
18
Properties=species:S:1:pos:R:3:forces:R:3
H -1.90936 3.29789 -1.48130 1.951 -0.567 0.605
H -2.19931 -0.98152 1.02731 -0.177 0.484 0.154
N -0.90426 3.08019 -1.22504 -2.484 -1.910 0.554
N -1.71292 0.89267 0.09991 -0.287 0.301 -0.353
C -1.37518 -0.44063 0.56516 1.505 -0.667 -0.191
H 1.67173 -1.82643 0.05203 0.756 0.387 0.570
C -0.84850 -1.26783 -0.61537 0.389 1.481 -1.022
H 1.67921 -0.79350 1.48541 0.059 -0.220 0.106
H 2.58823 -2.37448 1.49356 0.116 1.368 -0.682
H 3.09270 -0.84428 0.52586 1.233 0.229 -0.406
P -0.52387 1.79668 -0.20791 -0.827 1.822 -1.106
C 2.31399 -1.45437 0.88862 -1.962 -1.796 0.493
H -1.45449 -1.30294 -1.52479 -0.571 0.131 0.428
H 0.09490 -0.83308 -0.98496 -0.165 0.109 0.267
H -0.50682 -0.35058 1.27001 -0.956 -0.501 -0.116
O 0.88127 1.80741 0.18375 0.328 -0.097 0.041
H -0.59436 -2.24840 -0.36309 0.197 -1.717 0.661
H -0.29297 3.84318 -1.18917 0.894 1.163 -0.005
```
Forces are in eV/Å.

Calculated values
relative energy (zero: lowest compared OMol25 entry of this formula, charge and spin): 13.94 kcal per mole
molar mass: 122.11 g mol⁻¹
orbital gap: 10.1685 eV
E_LUMO: 0.45 eV

This record from OMol25 describes a structure of composition C3H11N2OS at a distorted geometry. The level of theory is ωB97M-V/def2-TZVPD.

Geometry as XYZ:
```
18
Properties=species:S:1:pos:R:3:forces:R:3
H -0.04430 0.03323 -1.95327 -0.499 0.333 0.006
S -1.78983 -1.56451 -1.58716 -0.226 0.446 -0.440
O -1.09986 -4.26981 -0.04596 0.078 0.004 -0.054
C -0.49790 -0.41791 -1.06710 0.719 -1.625 -0.027
H 0.70350 -2.19848 -0.52346 -0.259 -0.032 -0.134
H 1.56769 -0.68336 -0.39788 0.026 0.198 0.174
N 0.86809 1.28440 1.05942 -1.078 2.664 -1.600
H 1.40540 2.74933 -0.42020 -0.164 0.329 0.863
C 0.91351 2.52065 0.57045 1.138 -0.259 0.788
H 0.29199 -1.05545 0.78410 0.505 -0.351 -0.049
H -0.10485 1.61368 0.55029 -0.243 -1.707 0.821
H 0.07958 3.25853 2.15949 -0.113 0.277 -0.005
H 0.85411 4.45883 1.27408 -0.322 -0.119 -0.413
H -1.26559 -3.52329 -0.65149 -0.025 -0.277 0.266
H -1.04223 0.28511 -0.44417 0.073 0.397 -0.209
C 0.59989 -1.14808 -0.25895 -0.531 0.095 0.152
H -1.74388 -4.94492 -0.27707 -0.003 0.035 -0.035
N 0.30468 3.60204 1.22886 0.925 -0.408 -0.104
```
Forces are in eV/Å.

Calculated values
relative energy (zero: lowest compared OMol25 entry of this formula, charge and spin): 69.29 kcal per mole
molar mass: 123.20 g mol⁻¹
orbital gap (spin up / spin down): 9.3330 / 6.6387 eV
multiplicity: 2
E_LUMO (spin up / spin down): 0.69 / -1.99 eV

This record from OMol25 describes a cluster of 2 separate species, C3H11N2S in total at a distorted geometry. The level of theory is ωB97M-V/def2-TZVPD.

Geometry as XYZ:
```
17
Properties=species:S:1:pos:R:3:forces:R:3
H 3.62915 1.04318 -1.69952 -0.686 0.022 1.215
H -2.33037 1.27980 0.95360 0.156 0.249 -0.746
H -2.71541 -0.47893 -1.16364 0.774 0.007 0.617
C 2.24696 0.12575 -0.48075 -1.249 -0.767 1.990
C -1.79346 -0.19801 -0.61334 1.353 1.739 0.808
H -2.33582 -2.23450 0.70276 0.798 0.239 0.045
H -0.89369 -0.15960 -1.25680 -0.874 -0.593 -0.280
H 1.24368 1.12696 0.89996 -0.520 -0.666 0.047
H 2.48973 -0.89769 -0.80392 -0.198 0.676 -0.501
S -1.29408 -1.35149 0.78027 -1.884 0.007 -0.759
C -1.83027 1.30183 -0.03961 -1.314 -0.983 -0.328
H 2.76762 2.12849 -0.58422 0.357 -1.417 -0.442
H -0.81831 1.74462 0.11825 -0.828 -0.354 -0.457
H 0.35650 -0.49758 0.61108 3.486 1.306 -0.293
N 1.30224 0.18179 0.50196 0.037 0.260 -1.569
H -2.45904 1.88131 -0.77978 0.962 -0.220 1.001
N 2.98801 1.14826 -0.88479 -0.369 0.494 -0.348
```
Forces are in eV/Å.

Calculated values
relative energy (zero: lowest compared OMol25 entry of this formula, charge and spin): 37.59 kcal per mole
molar mass: 107.20 g mol⁻¹
orbital gap: 9.1278 eV
total charge: +1
E_LUMO: -3.92 eV